Here is a structure of composition C49H57IN12O5Pb from the Open Molecules 2025 dataset. Energies are from ωB97M-V with the def2-TZVPD basis set.

```
125
Properties=species:S:1:pos:R:3:forces:R:3
Pb 0.885 0.308 -0.658 -0.1 -0.1 -0.2
C -2.884 -1.035 2.119 0.0 0.0 0.0
C -3.719 -0.556 0.924 0.0 0.0 0.0
C -2.957 -0.230 -0.377 0.0 0.0 0.0
N -1.844 -1.121 -0.649 0.0 -0.1 -0.1
C -2.089 -2.315 -1.083 0.0 0.0 0.0
C -3.398 -2.811 -1.432 0.0 0.0 0.0
C -3.890 -4.094 -1.521 0.0 0.1 0.0
C -3.278 -5.320 -1.270 0.1 -0.1 0.0
C -1.923 -5.483 -0.989 -0.1 0.0 0.0
C -0.890 -4.575 -1.039 0.0 0.1 0.0
C -0.884 -3.173 -1.378 -0.1 -0.1 0.2
N 0.133 -2.550 -1.886 0.1 -0.1 -0.1
C 1.250 -3.337 -2.369 0.1 0.0 0.1
C 2.377 -3.526 -1.351 0.0 0.0 0.0
C 2.918 -2.210 -0.782 0.1 0.0 0.0
N 2.141 -1.701 0.342 -0.1 -0.1 0.2
C 2.418 -2.123 1.540 0.0 0.2 -0.1
C 3.421 -3.155 1.782 0.1 0.0 0.0
C 4.254 -3.329 2.839 0.0 0.0 -0.1
C 4.309 -2.645 4.078 0.0 0.1 0.1
C 3.319 -1.851 4.569 0.1 0.0 0.0
C 2.069 -1.546 3.987 -0.1 0.0 0.0
C 1.636 -1.597 2.684 0.1 0.0 0.0
N 0.407 -1.035 2.419 0.0 0.1 0.0
C -1.132 0.866 2.165 0.0 0.1 0.1
C -2.193 0.062 2.927 0.0 0.0 0.0
H -2.142 -1.760 1.781 0.0 0.0 0.0
H -3.556 -1.580 2.790 0.0 0.0 0.0
H -4.288 0.338 1.212 0.0 0.0 0.0
H -4.455 -1.332 0.698 0.0 0.0 0.0
H -2.557 0.786 -0.335 0.0 0.0 0.0
H -3.686 -0.210 -1.200 0.0 0.0 0.0
H -4.134 -2.034 -1.601 0.0 0.0 0.0
H -4.945 -4.149 -1.784 0.0 0.0 0.0
H -3.902 -6.206 -1.279 0.0 0.0 0.0
H -1.618 -6.495 -0.732 0.0 0.0 0.0
H 0.092 -4.984 -0.831 0.0 0.0 0.0
H 1.669 -2.801 -3.231 0.0 0.0 0.0
H 0.929 -4.326 -2.727 0.0 0.0 0.0
H 3.194 -4.061 -1.849 0.0 0.0 0.0
H 2.031 -4.160 -0.530 0.0 0.0 0.0
H 2.895 -1.457 -1.577 0.0 0.0 0.0
H 3.971 -2.318 -0.500 0.0 0.0 0.0
H 3.611 -3.812 0.945 0.0 0.0 0.0
H 5.008 -4.100 2.699 0.0 0.0 0.0
H 5.171 -2.831 4.706 0.0 0.0 0.0
H 3.453 -1.427 5.559 0.0 0.0 0.0
H 1.368 -1.087 4.671 0.0 0.0 0.0
H -1.254 0.753 1.089 0.0 -0.1 0.0
H -1.251 1.932 2.364 0.0 -0.1 -0.1
H -2.963 0.740 3.315 0.0 0.0 0.0
H -1.719 -0.396 3.798 0.0 0.0 0.0
O 2.425 3.527 5.453 0.0 0.2 0.0
C 2.139 2.305 5.461 -0.1 -0.5 0.1
O 2.022 1.527 6.432 0.0 0.3 -0.1
C 1.872 1.703 4.080 0.1 -0.2 0.0
C 0.698 1.084 3.838 0.0 -0.1 0.1
C 0.337 0.561 2.500 -0.1 -0.3 -0.1
N 1.183 1.061 1.470 0.0 0.2 -0.1
C 2.428 1.516 1.764 0.0 -0.1 0.0
C 2.821 1.857 3.019 0.1 -0.1 0.0
C 3.336 1.795 0.572 -0.1 0.1 0.0
O 4.394 2.388 0.724 0.0 -0.1 0.0
O 2.878 1.424 -0.590 0.0 -0.1 0.0
H -0.018 0.961 4.644 0.0 0.0 0.0
H 0.113 -1.272 1.473 0.0 0.0 0.0
H 3.781 2.324 3.178 0.0 0.0 0.0
I 5.185 2.023 -5.947 0.0 0.0 0.0
C 3.576 1.059 -5.088 0.0 0.0 0.0
C 2.624 0.310 -5.746 0.1 -0.1 0.0
N 1.779 -0.136 -4.805 -0.2 0.1 0.1
N 2.106 0.308 -3.583 0.3 -0.3 0.0
C 3.216 1.018 -3.729 -0.2 0.1 0.0
H 2.512 0.060 -6.788 0.0 0.0 0.0
H 0.936 -0.752 -4.877 0.1 0.1 0.0
H 3.675 1.473 -2.863 0.0 0.0 0.0
C -2.930 -2.140 -5.369 0.0 -0.1 0.1
C -1.413 -2.306 -5.464 0.0 0.1 -0.1
C -1.044 -3.759 -5.178 0.1 0.0 -0.1
C -0.938 -1.902 -6.860 -0.1 0.1 0.0
N -0.683 -1.480 -4.485 0.1 -0.1 0.0
N -1.314 -0.224 -4.225 -0.1 0.0 0.0
H -3.416 -2.811 -6.081 0.0 0.0 0.0
H -3.227 -1.115 -5.593 0.0 0.0 0.0
H -3.283 -2.401 -4.369 0.0 0.0 0.0
H -1.490 -4.416 -5.927 0.0 0.0 0.0
H -1.403 -4.068 -4.195 0.0 0.0 0.1
H 0.041 -3.893 -5.204 0.0 0.0 0.0
H -1.477 -2.450 -7.638 0.0 0.0 0.0
H 0.130 -2.107 -6.967 0.0 0.0 0.0
H -1.104 -0.833 -7.010 0.0 0.0 0.0
H -0.521 -1.989 -3.610 -0.2 0.2 0.1
H -2.051 -0.352 -3.534 0.0 0.0 0.1
H -0.633 0.369 -3.765 0.1 0.1 0.0
N -3.757 4.331 8.762 0.0 0.0 0.0
C -3.165 4.299 7.776 0.0 0.0 0.0
C -2.447 4.274 6.532 0.0 0.0 0.0
C -3.049 3.742 5.394 0.0 0.0 0.0
C -2.366 3.730 4.193 0.0 0.1 0.0
C -1.088 4.279 4.115 0.0 -0.1 0.1
C -0.476 4.791 5.256 0.1 0.1 0.0
C -1.150 4.781 6.460 0.0 0.0 0.0
N -0.398 4.285 2.893 0.0 0.2 -0.1
C 0.971 4.204 2.729 0.0 0.1 -0.1
C 1.171 4.141 1.390 -0.1 0.1 -0.1
N -0.030 4.184 0.710 0.0 0.4 0.0
C -0.944 4.294 1.634 0.0 -0.3 0.1
H -4.041 3.317 5.460 0.0 0.0 0.0
H -2.808 3.270 3.321 0.0 0.0 0.0
H 0.534 5.172 5.196 0.0 -0.1 0.1
H -0.673 5.164 7.351 0.0 0.0 0.0
H 1.648 4.076 3.564 0.0 0.2 0.1
H 2.108 3.985 0.882 0.0 0.2 0.0
H -2.010 4.330 1.476 0.0 0.1 0.0
C 1.427 4.006 -2.430 0.0 0.0 0.1
C -0.038 3.667 -2.327 0.2 0.0 0.2
C -1.065 4.769 -2.222 -0.1 0.0 -0.1
O -0.390 2.506 -2.324 -0.2 -0.1 -0.2
H 1.629 5.069 -2.321 0.0 0.0 0.0
H 1.797 3.656 -3.397 0.0 0.0 0.0
H 1.963 3.441 -1.662 0.0 0.0 -0.1
H -0.620 5.760 -2.186 0.0 0.0 0.0
H -1.634 4.593 -1.311 0.0 0.0 0.0
H -1.742 4.697 -3.076 0.0 0.0 0.0
```
Forces are in eV/Å.

## Properties
HOMO-LUMO gap = 5.20 eV
2S+1 = 1
charge = -2
energy above the lowest of the compared OMol25 structures with the same formula, charge and spin = 0.0 kcal/mol